Record 1
Below is C3H7O4P in the gas phase at a distorted geometry, with properties calculated with wB97M-V/def2-TZVPD.

Atoms and positions in Å:
O: 3.48541 0.74819 -1.43167
C: 2.19299 0.49830 -0.99784
C: 1.84312 -0.20893 0.06960
O: 2.51265 -0.63090 1.16595
P: -0.05890 -0.74276 0.06709
C: -1.87542 0.25323 -0.54799
O: -2.73987 -0.75132 -0.73986
O: -2.36432 1.08057 0.44362
H: 4.20147 0.43433 -0.72436
H: 1.42447 0.91309 -1.70743
H: 2.56172 -1.53258 1.19632
H: -0.28019 -0.48856 1.46277
H: -1.49817 0.98938 -1.43375
H: -2.37472 -1.51577 -1.29558
H: -2.94517 0.58293 0.93533

Output
E_HOMO: -7.792 eV
charge: 0
E: -20699.262 eV
relative energy (zero: lowest compared OMol25 entry of this formula, charge and spin): 97.2 kcal/mol
orbital gap: 8.3151 eV
E_LUMO: 0.52 eV
SMILES: O/C=C(\O)PC(O)O

=====

Record 2
Below is C15H16N2O5S in the gas phase, with properties calculated with wB97M-V/def2-TZVPD.

Atoms and positions in Å:
C: 2.23023 -2.93256 2.39861
O: 1.27453 -3.46709 1.47916
C: 1.59836 -3.41135 0.19341
O: 2.63994 -2.99823 -0.23590
C: 0.45806 -3.92906 -0.69179
O: 0.10237 -2.96377 -1.65650
C: -0.42630 -1.78246 -1.24318
C: -0.87275 -1.51593 0.05021
C: -1.41195 -0.27660 0.34855
C: -1.48438 0.69583 -0.62550
S: -2.14938 2.29871 -0.22335
O: -1.63219 3.26640 -1.15226
O: -3.57039 2.20546 -0.06116
N: -1.53373 2.58177 1.32119
C: -0.20814 3.18286 1.33989
C: 0.77509 2.14815 0.87302
C: 1.30471 2.17419 -0.41086
C: 2.15283 1.15368 -0.80820
C: 2.43429 0.13813 0.09187
N: 1.93380 0.10406 1.31767
C: 1.13110 1.08354 1.69380
C: -1.05311 0.44302 -1.91517
C: -0.53205 -0.79459 -2.22706
H: 2.26887 -1.84416 2.28481
H: 1.88288 -3.21300 3.38913
H: 3.21591 -3.35531 2.19988
H: 0.82149 -4.78249 -1.27075
H: -0.39399 -4.23610 -0.07581
H: -0.80300 -2.25559 0.83064
H: -1.76597 -0.05317 1.34176
H: -2.22145 3.10004 1.84820
H: -0.16950 4.05816 0.67888
H: 0.01536 3.48798 2.36514
H: 1.03983 2.97496 -1.08536
H: 2.58215 1.14118 -1.79732
H: 3.07697 -0.68963 -0.17478
H: 0.74772 1.01493 2.70391
H: -1.12303 1.22781 -2.65110
H: -0.18743 -1.02545 -3.22197

Output
E_HOMO: -8.952 eV
charge: 0
E: -39866.897 eV
relative energy (zero: lowest compared OMol25 entry of this formula, charge and spin): 17.1 kcal/mol
orbital gap: 9.4497 eV
E_LUMO: 0.50 eV
SMILES: COC(=O)COc1ccc(S(=O)(=O)NCc2cccnc2)cc1

=====

Record 3
Below is a gas-phase ion, C3N3O (charge +1) at a distorted geometry, with properties calculated with wB97M-V/def2-TZVPD.

Atoms and positions in Å:
C: 0.10806 -0.16123 1.63166
C: 0.44816 -1.49398 -0.67587
C: -0.59875 1.48655 0.08977
N: 0.13870 -2.26690 -1.47570
N: 0.04515 0.48953 0.51532
N: 0.96244 -0.52490 0.04937
O: -1.10376 2.47093 -0.13455

Output
E_HOMO: -16.494 eV
charge: +1
E: -9611.397 eV
relative energy (zero: lowest compared OMol25 entry of this formula, charge and spin): 142.7 kcal/mol
orbital gap: 8.1046 eV
E_LUMO: -8.39 eV

=====

Record 4
Below is C4H9NO2 in the gas phase, with properties calculated with wB97M-V/def2-TZVPD.

Atoms and positions in Å:
C: 2.08795 -0.30038 -1.19740
N: 0.95255 -0.08286 -0.35291
C: 1.00969 0.69157 0.64031
O: -0.10539 1.09406 1.25723
C: -1.36332 0.83737 0.56676
C: -1.85776 -0.61055 0.60097
O: -1.42274 -1.43372 -0.43887
H: 2.43061 -1.34198 -1.22888
H: 1.77290 -0.10002 -2.22242
H: 2.88298 0.39933 -0.93141
H: 1.97079 1.07571 1.02259
H: -2.04911 1.47151 1.12845
H: -1.30708 1.18158 -0.47359
H: -1.58499 -1.01979 1.58301
H: -2.94652 -0.62294 0.52143
H: -0.47056 -1.23887 -0.47527

Output
E_HOMO: -9.770 eV
charge: 0
E: -9878.009 eV
relative energy (zero: lowest compared OMol25 entry of this formula, charge and spin): 47.3 kcal/mol
orbital gap: 10.7382 eV
E_LUMO: 0.97 eV
SMILES: C/N=C/OCCO

=====

Record 5
Below is a molecular structure, C2HF6NO2S2 at a distorted geometry, with properties calculated with wB97M-V/def2-TZVPD.

Atoms and positions in Å:
C: -3.00488 -0.96424 -0.54049
C: 2.88427 -1.43634 -0.52956
N: -0.55731 -0.10334 0.43034
O: -1.71544 -1.89796 1.53799
O: 0.77490 0.72148 -1.70614
F: -3.37231 0.23413 -0.15460
F: -3.98279 -1.73674 -0.14606
F: -2.89978 -0.91100 -1.87920
F: 4.15793 -0.86212 -0.61757
F: 2.77058 -2.28086 -1.52107
F: 2.81592 -2.09435 0.66442
S: -1.18251 -1.40696 0.03500
S: 0.90470 0.34913 -0.28508
H: -1.33251 -1.02476 2.24462

Output
E_HOMO (alpha / beta): -9.896 / -9.157 eV
charge: 0
E: -45645.209 eV
relative energy (zero: lowest compared OMol25 entry of this formula, charge and spin): 38.9 kcal/mol
orbital gap (alpha / beta): 8.5985 / 7.9234 eV
E_LUMO (alpha / beta): -1.30 / -1.23 eV

=====

Record 6
Below is a molecular structure, C22H53B3F3N3O4 at a distorted geometry, with properties calculated with wB97M-V/def2-TZVPD.

Atoms and positions in Å:
C: -0.34512 3.59546 2.38099
C: -1.78373 3.30745 1.98877
O: -1.98942 2.21092 1.12676
C: -1.40436 0.99651 1.53910
B: -1.93577 0.39774 2.89803
O: -3.14163 0.80830 3.41806
B: -3.21052 0.68455 4.78262
O: -2.68366 -0.47318 5.32956
B: -1.39678 -0.58859 4.88818
C: -0.20606 -0.71396 5.96636
F: 0.19276 0.49214 6.34423
F: -0.57435 -1.37222 7.02047
F: 0.85749 -1.31435 5.45919
O: -1.17072 -0.56101 3.55396
H: 0.18593 2.75360 2.79850
H: 0.19435 4.03995 1.56351
H: -0.37790 4.34856 3.15586
H: -2.13384 4.17013 1.44489
H: -2.40951 3.26471 2.87376
H: -0.31646 1.00694 1.55466
H: -1.66572 0.26710 0.77653
H: -3.62615 1.54950 5.47687
C: 0.02858 -3.00946 -3.48824
C: -0.33346 -1.66674 -2.87091
N: 0.75426 -0.70930 -2.90518
C: 0.52201 0.45691 -2.07091
C: -0.63931 1.39005 -2.43502
C: 1.32333 -0.44794 -4.21460
C: 0.38452 0.05963 -5.31641
H: 0.92866 -3.41992 -3.02874
H: -0.78508 -3.71884 -3.33096
H: 0.19127 -2.93652 -4.56440
H: -0.59790 -1.83929 -1.82389
H: -1.24233 -1.28541 -3.36350
H: 1.44481 1.04203 -2.02502
H: 0.36146 0.09985 -1.04777
H: -0.41291 1.99819 -3.31004
H: -0.82564 2.07822 -1.60703
H: -1.56635 0.84576 -2.61834
H: 1.79344 -1.36909 -4.56971
H: 2.15319 0.25367 -4.10023
H: -0.55013 -0.50167 -5.35833
H: 0.87044 -0.04670 -6.28926
H: 0.14719 1.11539 -5.19545
C: 4.52391 -3.32170 7.55686
C: 4.91435 -2.48532 8.76660
N: 4.79337 -1.05925 8.53712
C: 5.43018 -0.25270 9.56294
C: 4.87030 -0.32099 10.98922
C: 3.48951 -0.60285 8.08892
C: 2.27319 -0.90976 8.97220
H: 5.08598 -3.01562 6.67358
H: 4.74263 -4.37296 7.74952
H: 3.45888 -3.24792 7.33242
H: 5.95984 -2.70210 9.00171
H: 4.32333 -2.82159 9.63352
H: 5.43302 0.79002 9.23352
H: 6.48540 -0.54278 9.59928
H: 3.92545 0.21240 11.08239
H: 5.57235 0.15205 11.67939
H: 4.72533 -1.34765 11.32634
H: 3.30348 -1.03151 7.10038
H: 3.53964 0.47458 7.91252
H: 2.26566 -1.94160 9.32633
H: 1.36062 -0.75826 8.39901
H: 2.21707 -0.24840 9.83571
C: -2.62487 -1.48681 -10.40541
C: -2.34249 -0.59613 -9.20452
N: -2.46844 0.81794 -9.49868
C: -1.92354 1.67243 -8.45863
C: -2.58922 1.64532 -7.07802
C: -3.74009 1.23512 -10.06137
C: -5.01520 0.93996 -9.26020
H: -2.00182 -1.20467 -11.25510
H: -2.40403 -2.52510 -10.15411
H: -3.67052 -1.44331 -10.71289
H: -1.31453 -0.78316 -8.88223
H: -2.99235 -0.90993 -8.37188
H: -1.90906 2.70277 -8.82467
H: -0.87001 1.40150 -8.33112
H: -3.54462 2.16821 -7.07462
H: -1.94674 2.15343 -6.35548
H: -2.74484 0.62885 -6.71511
H: -3.84402 0.76750 -11.04424
H: -3.69082 2.30605 -10.27275
H: -5.03211 -0.07881 -8.87078
H: -5.88746 1.05468 -9.90726
H: -5.14558 1.62900 -8.42732

Output
E_HOMO: -7.989 eV
charge: 0
E: -46521.088 eV
orbital gap: 8.2653 eV
E_LUMO: 0.28 eV